A 17-piece molecular cluster, C63H154N6O17 overall at a distorted geometry. Source: the Open Molecules 2025 dataset; level of theory: the ωB97M-V functional and the def2-TZVPD basis.

As for the net charge: 0. For the HOMO energy, the calculation gives -8.06 eV.

Structure (XYZ):
```
240
Properties=species:S:1:pos:R:3:mulliken_charge:R:1
C 14.70394 20.58820 15.63643 -0.5143
O 13.87786 20.12562 16.62717 -0.4020
H 14.36774 21.53865 15.09858 0.2990
H 15.74505 20.67807 15.99422 0.2200
H 14.73547 19.74739 14.93032 0.0230
H 13.92051 20.76707 17.37720 0.2462
C 10.87297 19.30712 11.62523 -0.7110
O 11.21656 18.09517 12.33861 -0.3775
H 9.83988 19.15604 11.31528 0.2524
H 10.77623 20.21433 12.21161 0.3176
H 11.56583 19.54192 10.85761 0.2758
H 11.79255 18.38694 13.05732 0.2373
C 16.31740 15.89166 23.04117 -0.7423
O 16.58552 16.16966 21.66023 0.4794
H 15.99993 14.82013 23.21363 0.2920
H 17.12912 16.11978 23.75317 0.2672
H 15.44980 16.48004 23.33432 -0.1750
H 15.79953 15.99719 21.10432 -0.2784
C 20.78724 12.54806 18.61816 -0.3571
O 20.69822 13.61690 19.48339 -0.2219
H 20.12335 11.76572 18.88339 0.3068
H 20.48713 12.86049 17.61631 -0.0174
H 21.78822 12.08147 18.70804 0.0901
H 21.60532 13.98648 19.54054 -0.1521
C 11.64192 14.16882 12.19608 -0.7086
O 12.61810 13.64709 13.18330 -0.2366
H 11.27270 15.10527 12.64060 0.1838
H 12.11507 14.39756 11.25860 0.2797
H 10.70771 13.60233 12.02010 0.3183
H 12.78428 12.68862 13.06009 0.2666
C 15.28487 10.81900 14.52019 -0.3136
O 14.50412 11.64300 13.67612 -0.5690
H 15.23073 9.82020 14.15270 0.4941
H 16.34736 11.06536 14.59748 -0.1354
H 14.98497 10.69053 15.58122 0.2060
H 14.85626 12.51141 13.69482 0.1835
C 13.57907 14.58958 20.74710 -1.1665
O 14.25550 15.70256 20.19159 0.5701
H 12.63854 14.28774 20.20035 0.3167
H 14.22170 13.76605 20.98558 0.2545
H 13.18619 15.05331 21.66817 0.3124
H 14.19357 15.77042 19.19345 0.0846
C 18.08730 9.98928 17.09772 -1.0057
O 17.66117 11.26566 16.74341 0.3386
H 18.85671 9.62361 16.40682 0.3310
H 18.52648 9.92984 18.15999 0.1954
H 17.23401 9.21662 17.05365 0.2655
H 17.22394 11.69770 17.51880 0.1157
C 15.75005 11.41844 19.52370 -0.8491
O 16.67773 12.25719 18.86108 -0.0396
H 15.66243 10.39279 19.11422 0.3051
H 16.00471 11.30888 20.64656 0.3033
H 14.79582 11.89932 19.55728 0.1887
H 17.00349 12.94325 19.41490 -0.0301
O 9.54382 16.81607 21.29625 -0.6102
H 9.42497 16.24913 20.53138 0.2811
H 10.45522 17.20720 21.17480 0.2310
O 18.04492 14.15643 20.54082 -0.5400
H 19.00522 14.22051 20.33642 0.3324
H 17.69409 14.97003 20.94875 0.3650
C 18.43042 19.18074 21.30338 -0.4367
C 18.75477 20.54029 20.68984 2.4267
C 17.90564 20.77782 19.41464 -1.4389
C 16.42044 21.04492 19.66356 1.1721
C 16.23012 22.25598 20.62839 -1.3216
C 17.04205 22.10508 21.89663 1.4666
N 18.47663 21.78804 21.54486 0.1326
O 19.26907 21.81201 22.67421 -0.5333
C 17.08780 23.57663 22.49500 -2.0719
C 16.41124 21.19282 23.03702 -1.4310
C 20.19855 20.59660 20.28204 -2.1463
H 17.35353 19.01316 21.50791 -0.6500
H 18.87673 18.90870 22.21764 0.7662
H 18.68560 18.42305 20.59235 -0.3039
H 18.38500 21.57715 18.86780 0.6166
H 18.02946 19.90188 18.67822 -0.0723
H 15.96338 20.11649 20.08913 -0.7503
H 15.87242 21.31640 18.77651 0.2079
H 15.16585 22.33970 20.90658 0.2760
H 16.55534 23.14725 20.12368 0.4802
H 16.09701 24.06013 22.49555 0.3514
H 17.48519 23.60756 23.47916 0.3928
H 17.80425 24.13455 21.84003 0.4905
H 17.03194 21.24228 23.91980 0.6144
H 15.38764 21.59664 23.24275 0.3582
H 16.24897 20.11811 22.88756 -0.0074
H 20.38758 19.83988 19.51901 0.3299
H 20.79773 20.47811 21.17237 0.3850
H 20.39113 21.65070 19.99514 0.5516
H 18.91208 21.21182 23.37758 0.3798
C 20.75922 15.87527 16.20475 -1.3708
C 21.27853 14.86510 15.09226 1.8755
C 22.35943 14.00042 15.72057 -0.4105
C 22.83952 12.87660 14.86423 -1.1868
C 21.64068 12.03051 14.45144 -1.2115
C 20.47909 12.81948 13.82310 2.0573
N 20.20472 13.93112 14.74684 0.1902
O 19.14985 14.68729 14.26594 1.4270
C 20.81986 13.22478 12.36462 -1.6434
C 19.32753 11.90704 13.86565 -1.8288
C 21.82584 15.67186 13.87520 -1.6993
H 21.51257 16.64774 16.46346 0.5304
H 20.50950 15.27072 17.11037 -0.1968
H 19.90300 16.38534 15.72533 0.1634
H 23.24118 14.59631 15.95289 0.4563
H 22.01930 13.54354 16.67518 -0.8222
H 23.47014 12.24495 15.55573 0.5184
H 23.40088 13.16348 13.98338 0.3878
H 21.26419 11.59282 15.34831 0.2042
H 21.91967 11.07608 13.92698 0.4807
H 19.95689 13.65128 11.89528 0.1134
H 21.67694 13.89176 12.20974 0.3215
H 21.03530 12.33133 11.75734 0.4145
H 19.49984 10.91912 13.46127 0.6335
H 18.98699 11.75624 14.90263 -0.0165
H 18.43844 12.28182 13.27083 -0.1770
H 21.09397 15.89646 13.07463 0.1242
H 22.76005 15.25293 13.54155 0.3953
H 22.01774 16.68113 14.21813 0.5110
H 18.46169 14.26320 14.86149 -0.7006
C 12.95118 19.14272 24.07666 -1.6800
C 11.91329 18.22188 23.32533 1.4502
C 10.53844 18.62228 23.75477 -1.1744
C 10.19389 20.05505 23.29965 -0.7619
C 10.19008 20.07509 21.72457 -1.2957
C 11.61703 19.69522 21.24475 1.7397
N 11.96160 18.41270 21.88452 0.4003
O 13.20834 17.90290 21.42598 0.9044
C 11.47883 19.65846 19.74836 -1.7723
C 12.57583 20.84503 21.64442 -1.3929
C 12.15642 16.75936 23.68827 -1.5989
H 12.54466 20.12613 24.15345 0.4866
H 13.95008 19.19924 23.59500 -0.0046
H 13.16930 18.59618 24.99896 0.5135
H 9.83436 17.89687 23.29890 0.3546
H 10.45393 18.48397 24.85242 0.4442
H 10.94150 20.76085 23.67108 0.3792
H 9.21617 20.29968 23.78445 0.3860
H 10.04495 21.11431 21.39212 0.4686
H 9.35838 19.43540 21.37065 0.3699
H 12.39133 19.24983 19.24309 -0.1595
H 10.62648 19.01432 19.41608 0.4285
H 11.31213 20.73376 19.43146 0.4249
H 13.55383 20.41584 21.45894 -0.1226
H 12.47088 21.80938 21.07305 0.5718
H 12.45090 21.14930 22.70808 0.2307
H 13.24656 16.59029 23.55747 0.0097
H 11.60139 16.12716 23.02530 0.2312
H 11.73809 16.69194 24.68539 0.6157
H 13.06648 17.14706 20.82238 -0.3341
C 13.32390 16.50960 15.26572 -1.3467
C 13.86077 15.58417 16.41191 1.7985
C 14.75514 14.45359 15.99650 -0.7629
C 16.24095 14.66226 15.75248 1.1184
C 16.82009 15.37553 16.94375 0.8821
C 16.05752 16.64436 17.26570 2.4087
N 14.58515 16.23970 17.51842 0.2596
O 13.87802 17.41282 17.91873 0.5227
C 16.62977 17.35994 18.48794 -1.5046
C 16.21545 17.61032 16.04090 -0.5895
C 12.66297 14.80362 17.08139 -2.4110
H 12.68849 15.90110 14.66116 0.4930
H 14.16808 17.00228 14.66923 -0.1521
H 12.69752 17.29431 15.72780 0.4376
H 14.65742 13.57992 16.69302 0.2833
H 14.26786 14.08954 15.16050 0.0785
H 16.47113 15.21560 14.88205 -0.8001
H 16.66422 13.64747 15.69645 -0.1271
H 17.86398 15.74047 16.80732 -0.8735
H 16.86062 14.83105 17.89915 -0.4176
H 17.68254 17.61921 18.18214 0.6249
H 16.05895 18.18512 18.91024 0.3219
H 16.80503 16.60442 19.29880 -0.9856
H 16.02217 17.12428 15.07271 -0.9077
H 15.57144 18.41624 16.08716 -0.4195
H 17.28177 17.92461 16.06153 0.7742
H 13.06898 14.14635 17.83045 0.3020
H 12.22936 14.16922 16.27776 0.3953
H 11.98042 15.51485 17.49034 0.5013
H 13.93893 18.06312 17.19389 -0.0429
C 23.98959 12.82510 20.73716 -1.8977
C 24.24806 14.31793 20.71364 1.4188
C 24.89578 14.78264 19.34343 -0.9248
C 24.91520 16.32776 19.26430 -0.8933
C 23.49381 16.86255 19.47034 -0.9219
C 22.71571 16.40202 20.70313 1.6485
N 22.84761 14.95262 20.75022 1.2998
O 22.11968 14.55040 21.92849 -0.6695
C 23.20284 17.08758 22.06421 -1.8311
C 21.19597 16.72323 20.50723 -1.3546
C 25.13954 14.68596 21.92990 -1.7654
H 23.30691 12.50064 19.95196 0.1857
H 23.57530 12.53890 21.65505 0.5303
H 24.94567 12.27446 20.62242 0.4952
H 25.86904 14.29283 19.33743 0.4727
H 24.28734 14.45290 18.49262 -0.1228
H 25.19515 16.59606 18.19023 0.4613
H 25.67361 16.69320 19.91309 0.4347
H 22.90530 16.50788 18.62394 -0.0872
H 23.46195 17.94245 19.48168 0.6284
H 22.66761 16.74801 22.95440 0.3146
H 24.25160 17.04041 22.25291 0.4207
H 22.99337 18.12869 21.93805 0.4962
H 20.81367 16.18452 19.58748 -0.2966
H 20.66070 16.37743 21.35528 0.7686
H 21.04465 17.82010 20.32960 -0.1157
H 25.88190 13.89628 22.02105 0.5111
H 24.62718 14.56254 22.93898 0.2158
H 25.57675 15.65312 21.79486 0.3586
H 21.56953 13.78737 21.66863 0.3095
C 18.90838 18.11843 11.38591 -1.8714
C 17.47108 17.72310 10.95726 1.8499
C 17.31620 17.64632 9.45202 -1.4917
C 15.93248 16.98248 8.99174 -0.5326
C 15.94686 15.63831 9.60487 -1.4979
C 16.10755 15.59596 11.13527 1.2082
N 17.30677 16.35684 11.51919 -0.1611
O 17.48079 16.29335 12.93736 1.0458
C 14.78046 15.96117 11.87039 -0.7646
C 16.27679 14.07866 11.41442 -1.3003
C 16.52937 18.74177 11.61919 -1.3668
H 19.13680 19.03271 10.81111 0.5037
H 19.60445 17.31822 11.11869 0.4269
H 19.13639 18.24988 12.42825 0.1075
H 17.32443 18.62551 8.96512 0.4009
H 18.11970 17.17428 8.90492 0.3671
H 15.94792 17.01662 7.84861 0.3760
H 15.05857 17.63835 9.22098 0.3218
H 16.77594 15.15783 9.13142 0.3739
H 15.07172 15.06802 9.24398 0.3887
H 14.09341 15.18211 11.48891 -0.1124
H 14.91695 15.81614 12.95055 0.1458
H 14.39537 16.95080 11.60093 0.2625
H 17.13666 13.54863 10.99422 0.4381
H 16.32921 13.99844 12.51895 -0.4237
H 15.38633 13.61807 11.05241 0.6372
H 16.53734 18.54824 12.69130 -0.0645
H 15.52680 18.63552 11.23922 0.3125
H 16.88763 19.74880 11.31222 0.5311
H 18.25748 15.67142 13.14655 0.1741
```